No. 1
C25H51ClO3P2RhS | ωB97M-V with the def2-TZVPD basis set

Output
ΔE to the lowest compared entry with this formula, charge and spin: 85.30 kJ/mol
HOMO (spin up / spin down): -0.016 / -0.170 Ha
Total charge: -1
Spin multiplicity: 5
HOMO-LUMO gap (spin up / spin down): 0.112 / 0.265 Eh
Electronic energy: -2860.35343 a.u.
Strongest force on any atom: 0.07717 Eh/bohr

The geometry in XYZ format:
```
84
C25H51ClO3P2RhS ωB97M-V with the def2-TZVPD basis set
Rh -0.12 -0.62 -0.51
Cl -1.98 0.79 0.38
S 1.32 1.64 1.01
P -3.93 1.70 0.02
P 1.29 -2.36 -0.84
O 1.27 0.84 -0.31
O 0.92 3.02 0.85
O 0.71 0.86 2.09
C 3.08 1.62 1.42
C -3.75 4.10 -1.41
C 1.83 -4.79 -2.24
C -3.70 0.93 2.85
C -4.59 0.97 -2.69
C 0.68 -3.96 -1.67
C -5.14 1.08 -1.25
C -6.42 1.94 -1.20
C 1.99 -2.20 2.02
C -4.65 1.17 1.66
C 3.47 0.99 2.60
C -5.70 2.19 2.10
C 1.83 -3.16 0.81
C -3.99 3.56 0.00
C 4.81 0.78 2.87
C 3.11 -4.00 0.68
C 5.79 1.14 1.95
C -0.38 -3.76 -2.77
C 5.41 1.85 0.79
C 2.77 -1.48 -3.11
C 2.94 -2.02 -1.68
C 4.06 2.08 0.51
C -3.06 4.13 1.08
C 3.79 -1.07 -0.86
C 7.24 0.81 2.21
H 0.07 -3.35 -3.68
H 2.88 -5.04 0.40
H -5.22 3.12 2.44
H -2.88 0.24 2.61
H -3.42 3.95 2.10
H -3.65 5.20 -1.36
H -1.20 -3.10 -2.47
H 2.24 -0.52 -3.10
H 4.10 -1.47 0.11
H 7.36 0.32 3.20
H -0.82 -4.73 -3.04
H 1.86 -2.78 2.96
H -3.27 1.87 3.21
H 0.21 -4.50 -0.83
H -6.18 3.02 -1.12
H -4.30 0.51 3.67
H -3.70 0.32 -2.73
H -5.01 3.83 0.30
H 7.87 1.71 2.21
H -2.99 5.22 0.93
H 3.47 -2.98 -1.79
H -4.33 1.95 -3.11
H 3.79 -3.56 -0.07
H -4.56 3.86 -2.11
H 5.10 0.30 3.80
H 3.77 2.54 -0.43
H 1.46 -5.80 -2.49
H -2.81 3.73 -1.83
H -2.04 3.75 0.99
H 6.19 2.18 0.12
H 3.67 -4.01 1.64
H 2.21 -4.35 -3.18
H 0.42 -1.03 -1.92
H -0.76 -2.00 -0.69
H 2.66 -4.92 -1.54
H -5.13 0.21 1.41
H -7.00 1.81 -2.14
H 1.27 -1.37 2.03
H 3.77 -1.30 -3.55
H 7.64 0.11 1.46
H 4.71 -0.77 -1.41
H -6.27 1.79 2.95
H -6.42 2.44 1.30
H 0.99 -3.84 1.05
H 3.01 -1.77 2.08
H -5.39 0.06 -0.91
H -7.07 1.64 -0.36
H 2.26 -2.19 -3.77
H 2.74 0.56 3.31
H -5.38 0.53 -3.33
H 3.22 -0.14 -0.68
```

Atom charges from the Mulliken analysis, given in e for atoms 1 to 5: Rh -1.7434; Cl 0.1803; S 1.4323; P 0.4833; P 1.0802

=====

No. 2
C20H28NO2PV | ωB97M-V with the def2-TZVPD basis set

Output
ΔE to the lowest compared entry with this formula, charge and spin: 0.00 kJ/mol
HOMO (spin up / spin down): -0.272 / -0.276 Ha
Spin multiplicity: 4
HOMO-LUMO gap (spin up / spin down): 0.277 / 0.262 Eh
Electronic energy: -2269.22073 a.u.
Strongest force on any atom: 0.05791 Eh/bohr

The geometry in XYZ format:
```
53
C20H28NO2PV ωB97M-V with the def2-TZVPD basis set
V -0.01 0.75 -0.76
P -2.26 0.66 0.75
O 1.88 1.20 0.48
O 0.69 -0.21 1.76
N -0.25 0.95 -2.72
C -2.17 -1.21 0.88
C 1.02 0.25 -2.49
C 2.71 0.64 2.70
C -3.80 0.89 -0.23
C -1.37 0.21 -3.42
C 4.04 2.02 4.20
C -1.22 -3.92 -1.61
C 4.41 0.89 4.93
C 1.70 0.52 1.55
C -0.46 -1.31 -0.94
C -1.82 -3.26 -0.54
C -0.20 -3.28 -2.33
C 3.09 -0.49 3.43
C -2.63 0.86 2.52
C 1.16 -1.20 -2.79
C 3.95 -0.37 4.53
C 0.16 -1.97 -1.99
C -1.47 -1.93 -0.23
C -0.10 2.29 -3.29
C 3.21 1.89 3.07
H 4.25 -1.25 5.08
H -1.52 0.68 -4.41
H 4.38 3.00 4.50
H -2.59 -3.75 0.07
H 5.05 0.99 5.81
H -3.21 -1.54 0.97
H 1.08 -1.41 -3.87
H -0.36 2.29 -4.36
H 2.93 2.76 2.48
H -2.60 1.92 2.80
H -3.76 0.25 -1.11
H -3.81 1.92 -0.58
H -1.15 -0.86 -3.56
H -1.87 0.35 3.11
H 2.70 -1.46 3.13
H 1.94 2.30 -3.30
H -1.22 1.70 0.63
H -1.68 -1.39 1.84
H 2.18 -1.48 -2.50
H -1.64 0.85 -0.87
H -2.29 0.31 -2.83
H -3.62 0.46 2.77
H -1.55 -4.93 -1.90
H 1.20 2.66 -3.21
H 1.95 0.84 -2.59
H -4.69 0.66 0.36
H -0.68 3.03 -2.73
H 0.30 -3.77 -3.18
```

Atom charges from the natural (NBO) analysis, given in e for atoms 1 to 5: V 0.9608; P 1.2836; O -0.7613; O -0.7184; N -0.4727

=====

- Look up the strongest force on any atom of the second one.
  0.05791 Eh/bohr

=====

- What is the spin multiplicity in the second record?
  4

=====

- Look up the strongest force on any atom of the second one.
  0.05791 Eh/bohr